Below is an isolated molecule of C4H8N2 at a distorted geometry, with properties calculated with the ωB97M-V functional and the def2-TZVPD basis.

Positions of all 14 atoms, in Å:
1 N 0.35 -0.20 -0.14
2 N -2.52 0.24 0.60
3 C -0.59 0.27 -0.92
4 C 1.70 0.37 -0.18
5 C -2.02 0.51 -0.52
6 C 0.00 -1.04 0.99
7 H -0.29 -2.03 0.64
8 H -0.90 -0.59 1.46
9 H 0.86 -1.12 1.67
10 H -0.23 0.86 -1.76
11 H 1.84 0.91 -1.11
12 H -2.46 1.17 -1.30
13 H 2.46 -0.41 -0.09
14 H 1.80 1.07 0.66

Properties
* ΔE to the lowest compared entry with this formula, charge and spin: 341.1 kJ/mol
* HOMO-LUMO gap (spin up / spin down): 8.15 / 6.69 eV
* E_tot: -266.59209 a.u.